<A>
11
Properties=species:S:1:pos:R:3 method="wB97M-V/def2-TZVPD" gap_ha=0.3017 lumo_ev=-0.19 e_homo_ev=-8.3947
C -0.770 -2.204 -0.488
C -0.559 -1.037 -0.137
C -0.466 0.363 0.172
N 0.085 1.334 -0.485
S 0.431 1.333 -2.204
N -0.411 0.655 1.463
O 0.502 1.714 1.874
H -0.433 -3.303 -0.903
H 0.784 -0.068 -2.464
H -0.573 -0.445 2.033
H 1.412 1.657 1.138


<B>
11
Properties=species:S:1:pos:R:3 method="wB97M-V/def2-TZVPD" smiles="Nn1ccc(=S)o1" gap_ha=0.3024 lumo_ev=-0.23 e_homo_ev=-8.4584
N 1.477 1.905 -0.591
N 1.605 0.452 -0.352
C 1.247 0.218 1.058
C 0.057 -0.383 1.308
C -0.530 -0.501 -0.030
S -2.022 -1.191 -0.266
O 0.119 0.206 -0.848
H 2.539 2.336 -0.858
H 1.142 2.350 0.264
H 1.896 0.650 1.762
H -0.384 -0.435 2.460


Verdict on stability: <A> comes out at the bottom.


<A>
17
Properties=species:S:1:pos:R:3 method="wB97M-V/def2-TZVPD" total_charge=+1 gap_ha=0.3891 lumo_ev=-3.23 e_homo_ev=-13.8157
C -2.417 -0.601 -0.895
N -1.430 -0.197 0.100
H -3.352 -0.031 -0.737
H -1.981 -0.361 -1.880
H -2.630 -1.664 -0.821
H -1.772 -0.475 1.011
H -1.322 0.818 0.235
H -0.460 -0.647 0.003
C 1.379 0.731 -0.373
C 1.361 1.812 0.417
C 2.124 -1.220 0.733
N 1.227 -0.655 0.043
H 1.279 0.825 -1.465
H 1.472 1.690 1.523
H 1.438 2.798 -0.022
H 2.039 -2.206 1.202
H 3.047 -0.618 0.925


<B>
17
Properties=species:S:1:pos:R:3 method="wB97M-V/def2-TZVPD" total_charge=+1 gap_ha=0.2410 lumo_ev=-8.54 e_homo_ev=-15.1000
C 1.539 -0.197 -0.165
C 0.460 -1.280 -0.049
C -0.904 -0.782 -0.644
C -1.439 0.303 0.263
N -0.914 1.590 -0.194
N 1.229 0.783 0.798
H 1.526 0.067 -1.254
H 2.546 -0.622 -0.040
H 0.583 -2.246 -0.539
H 0.350 -1.485 1.021
H -0.704 -0.278 -1.594
H -1.585 -1.619 -0.786
H -2.518 0.342 0.449
H -1.012 0.195 1.276
H 2.081 1.281 1.081
H -1.453 2.330 0.265
H 0.213 1.619 0.112


<C>
17
Properties=species:S:1:pos:R:3 method="wB97M-V/def2-TZVPD" total_charge=+1 gap_ha=0.3986 lumo_ev=-4.11 e_homo_ev=-14.9590
C -2.146 -0.418 0.651
C -2.255 0.707 -0.247
C 2.084 1.029 0.127
C 1.735 -1.373 -0.083
N 1.355 -0.193 -0.157
N -1.146 -0.262 -0.499
H -1.533 -0.349 1.497
H -2.904 -1.264 0.766
H -3.022 0.639 -0.900
H -1.850 1.610 0.129
H 2.953 0.775 0.592
H 1.983 1.576 -0.718
H 1.549 1.433 1.000
H 2.708 -1.585 0.090
H 0.955 -2.059 -0.373
H 0.349 0.017 -0.220
H -1.516 -0.988 -1.066


Verdict on stability: <B> comes out at the bottom.


<A>
17
Properties=species:S:1:pos:R:3 method="wB97M-V/def2-TZVPD" total_charge=+1 gap_ha="0.3495 / 0.3496" lumo_ev="-4.49 / -4.49" e_homo_ev="-13.9975 / -14.0010"
C 0.924 0.144 -1.362
C 0.696 1.571 -0.877
C 0.153 0.426 -0.143
C -1.361 -1.353 0.516
N 1.136 -0.380 1.703
N -1.225 0.069 0.107
H 0.413 -0.219 -2.243
H 1.922 -0.257 -1.270
H 1.544 2.114 -0.485
H 0.011 2.212 -1.417
H -0.996 -1.999 -0.278
H -0.739 -1.504 1.397
H -2.399 -1.588 0.729
H 2.032 -0.638 1.298
H 1.275 0.498 2.203
H -1.594 0.664 0.863
H -1.791 0.240 -0.740


<B>
17
Properties=species:S:1:pos:R:3 method="wB97M-V/def2-TZVPD" total_charge=+1 gap_ha=0.3024 lumo_ev=-7.10 e_homo_ev=-15.3275
C 1.167 -0.601 -1.697
C 0.458 -1.312 -0.538
C 0.099 -0.321 0.564
C -1.324 -0.037 0.715
N -1.769 0.796 1.580
N 1.089 0.269 1.100
H 0.653 0.282 -2.063
H 2.085 -0.231 -1.229
H 1.446 -1.265 -2.511
H -0.466 -1.797 -0.863
H 1.132 -2.046 -0.098
H -2.091 -0.591 0.173
H -2.422 1.516 1.277
H -0.071 1.756 -0.684
H -1.197 1.041 2.384
H 0.909 0.826 1.942
H 0.302 1.714 -0.050


Verdict on stability: <A> comes out at the bottom.


<A>
17
Properties=species:S:1:pos:R:3 method="wB97M-V/def2-TZVPD" total_charge=+1 smiles=C[C@]1([NH3+])C[C@@H]1N gap_ha=0.3532 lumo_ev=-3.74 e_homo_ev=-13.3537
C -0.620 1.416 0.238
C -0.317 -0.055 -0.016
N -1.473 -0.732 -0.588
C 0.420 -0.652 1.097
C 1.015 -0.614 -0.295
N 2.148 0.215 -0.605
H -1.118 1.584 1.170
H -1.203 1.939 -0.517
H 0.417 1.966 0.272
H -1.398 -1.839 -0.466
H -1.339 -0.402 -1.504
H -2.439 -0.653 -0.326
H 0.058 -1.534 1.665
H 0.940 0.119 1.687
H 1.214 -1.650 -1.104
H 2.222 1.000 0.051
H 2.993 -0.316 -0.451


<B>
17
Properties=species:S:1:pos:R:3 method="wB97M-V/def2-TZVPD" total_charge=+1 gap_ha=0.3239 lumo_ev=-5.15 e_homo_ev=-13.9674
C -1.296 -0.302 0.404
C 0.299 0.952 1.121
C -0.050 -0.512 1.192
C 0.560 0.135 -2.390
N 0.700 -1.516 1.591
N -0.848 1.109 0.344
H -1.502 -0.848 -0.583
H -2.130 -0.391 1.064
H 0.436 1.489 2.099
H 1.180 1.097 0.479
H 1.498 -0.265 -2.141
H 0.071 -0.124 -3.351
H -0.109 0.090 -1.601
H 0.480 -2.449 1.243
H 1.531 -1.384 2.264
H 0.741 1.162 -2.371
H -1.562 1.756 0.634


<C>
17
Properties=species:S:1:pos:R:3 method="wB97M-V/def2-TZVPD" total_charge=+1 gap_ha=0.3585 lumo_ev=-4.00 e_homo_ev=-13.7508
C -0.839 -0.734 0.075
C -0.862 -1.442 -1.185
C -2.434 0.542 1.279
C 2.012 1.108 -0.472
N -1.751 -0.257 0.676
N 1.679 0.176 0.629
H -0.207 -1.117 -1.889
H -1.903 -1.257 -1.723
H -0.848 -2.533 -1.030
H 2.498 1.976 -0.218
H -3.030 0.113 2.043
H -2.384 1.585 1.008
H 1.104 1.447 -0.783
H 2.632 0.506 -1.239
H 1.449 0.734 1.547
H 2.560 -0.342 0.852
H 0.322 -0.505 0.430


Verdict on stability: <C> comes out at the bottom.


<A>
17
Properties=species:S:1:pos:R:3 method="wB97M-V/def2-TZVPD" total_charge=+1 gap_ha=0.2780 lumo_ev=-5.11 e_homo_ev=-12.6729
C -0.476 2.571 0.763
N 0.519 1.806 0.624
H -1.450 2.142 0.968
H -0.369 3.643 0.709
H 1.425 2.205 0.404
H 0.379 0.745 0.607
C -0.490 -0.837 -1.530
C 0.028 -1.267 -0.200
C -0.575 -0.951 0.967
N 1.151 -2.083 -0.259
H -0.574 -1.678 -2.215
H 0.164 -0.085 -1.989
H -1.469 -0.371 -1.433
H -0.172 -1.315 1.900
H -1.552 -0.496 0.943
H 1.878 -1.793 -0.903
H 1.584 -2.239 0.644


<B>
17
Properties=species:S:1:pos:R:3 method="wB97M-V/def2-TZVPD" total_charge=+1 smiles="NCC/C=C/[NH3+]" gap_ha=0.3194 lumo_ev=-3.91 e_homo_ev=-12.5996
N -2.405 -0.969 0.079
C -1.610 -0.440 -1.050
C -0.136 -0.776 -0.874
C 0.428 -0.037 0.316
C 1.627 0.523 0.252
N 2.010 1.574 1.255
H -2.151 -1.922 0.306
H -3.364 -0.888 -0.231
H -1.682 0.641 -0.950
H -1.968 -0.808 -2.009
H 0.003 -1.848 -0.689
H 0.462 -0.517 -1.749
H 0.022 -0.425 1.253
H 2.433 0.365 -0.450
H 1.192 2.034 1.660
H 2.602 2.284 0.824
H 2.538 1.208 2.056


<C>
17
Properties=species:S:1:pos:R:3 method="wB97M-V/def2-TZVPD" total_charge=+1 gap_ha=0.2141 lumo_ev=-6.66 e_homo_ev=-12.4825
C 1.539 1.279 1.975
C 0.424 1.114 1.053
C -0.428 0.033 1.104
C -1.541 -0.127 0.330
N -2.366 -1.211 0.566
N 1.821 -0.829 -3.888
H 1.308 2.083 2.680
H 2.449 1.564 1.443
H 0.202 1.908 0.339
H 2.578 -0.925 -3.227
H -0.221 -0.748 1.839
H -1.788 0.598 -0.449
H -2.592 -1.675 -0.313
H -3.247 -0.921 0.989
H 2.178 -0.569 -4.794
H 1.729 0.369 2.544
H 1.330 -1.713 -3.957


<D>
17
Properties=species:S:1:pos:R:3 method="wB97M-V/def2-TZVPD" total_charge=+1 gap_ha=0.2697 lumo_ev=-5.17 e_homo_ev=-12.5138
C -1.527 0.386 0.739
C -0.484 0.720 1.673
C -0.241 1.741 -0.767
C 1.584 -1.600 -0.388
N 0.855 -2.390 -1.088
N -0.239 0.752 0.277
H -1.815 -0.550 0.676
H -2.167 1.143 0.454
H -0.521 1.688 2.076
H -0.098 -0.048 2.382
H 0.736 2.285 -0.686
H -0.275 1.357 -1.730
H -0.983 2.479 -0.737
H 2.235 -0.994 -0.917
H 1.718 -1.631 0.668
H 0.309 -3.048 -0.538
H 0.913 -2.290 -2.093


Verdict on stability: <D> comes out at the bottom.


<A>
17
Properties=species:S:1:pos:R:3 method="wB97M-V/def2-TZVPD" total_charge=+1 gap_ha=0.3801 lumo_ev=-3.25 e_homo_ev=-13.5967
C -0.139 1.637 -2.127
N 0.581 0.696 -1.182
H 0.044 1.333 -3.167
H -1.213 1.624 -1.882
H 0.240 2.636 -1.918
H 1.595 0.790 -1.124
H 0.328 -0.258 -1.443
H 0.162 0.758 -0.192
C -0.824 -1.057 0.865
C -0.207 -2.235 0.572
C 0.282 0.122 2.558
N -0.195 0.108 1.338
H -1.907 -0.899 0.647
H 0.884 -2.404 0.779
H -0.756 -3.107 0.176
H 0.931 0.965 2.835
H 0.195 -0.708 3.268


<B>
17
Properties=species:S:1:pos:R:3 method="wB97M-V/def2-TZVPD" total_charge=+1 gap_ha=0.3706 lumo_ev=-4.24 e_homo_ev=-14.3277
C -0.840 1.376 -0.694
C -1.402 1.701 0.624
C 0.500 -1.939 -0.929
C 1.268 -0.729 0.884
N 0.467 -1.624 0.517
N 0.071 1.421 0.420
H -0.916 0.404 -1.155
H -0.836 2.215 -1.421
H -1.772 2.704 0.715
H -1.854 0.984 1.195
H 0.841 -0.979 -1.336
H 1.409 -2.568 -1.084
H -0.407 -2.449 -1.392
H 2.046 -0.323 0.186
H 1.170 -0.325 1.907
H -0.204 -2.265 1.042
H 0.458 2.398 0.522


Verdict on stability: <B> comes out at the bottom.


<A>
12
Properties=species:S:1:pos:R:3 method="wB97M-V/def2-TZVPD" smiles="C=C(F)CC" gap_ha=0.4004 lumo_ev=1.08 e_homo_ev=-9.8163
C 1.071 1.255 0.031
C 1.045 -0.057 0.046
F 2.105 -0.887 0.112
C -0.143 -0.960 -0.100
C -1.309 -0.050 0.095
H 2.000 1.670 -0.221
H 0.170 1.912 0.006
H -0.083 -1.287 -1.190
H -0.263 -1.827 0.544
H -1.075 0.879 -0.478
H -1.305 0.035 1.338
H -2.212 -0.684 -0.182


<B>
12
Properties=species:S:1:pos:R:3 method="wB97M-V/def2-TZVPD" gap_ha="0.3555 / 0.3083" lumo_ev="1.11 / 0.45" e_homo_ev="-8.5643 / -7.9373"
C 0.975 2.179 -0.382
C -0.063 1.724 0.239
C 0.036 -1.853 0.374
C -0.905 -0.944 -0.314
F -2.166 -0.925 0.152
H 1.384 3.175 -0.191
H 1.512 1.612 -1.129
H -0.737 2.081 0.985
H -0.149 -1.850 1.446
H 1.061 -1.546 0.179
H -0.090 -2.883 0.017
H -0.858 -0.768 -1.377


Verdict on stability: <B> comes out at the bottom.